# 1
30
Properties=species:S:1:pos:R:3 method="wB97M-V/def2-TZVPD" homo_ha=-0.3089 de_lowest_kj_mol=20.5 e_lumo_ha=0.0297 smiles="CCCCCCNC1=NCCS1"
H -3.680 2.134 -0.581
H -0.444 -1.143 1.420
H 1.427 -1.419 -0.005
H 0.957 0.941 -0.663
C 1.487 0.712 0.263
N -1.888 1.244 -0.095
H 5.560 -1.066 0.262
H -4.771 0.080 -0.238
H 4.935 0.118 -1.873
N -0.623 -0.166 1.253
H 0.979 0.504 2.361
H -4.099 -0.436 -1.800
H 0.052 1.752 1.490
C 2.182 -0.642 0.139
C -3.059 1.296 -0.909
C 0.482 0.751 1.419
H 4.733 0.200 1.174
H -2.752 1.491 -1.943
C -3.856 -0.032 -0.819
H 6.135 0.600 0.190
C 4.346 0.238 -0.960
H 2.600 -0.503 -1.960
C 3.153 -0.716 -1.041
H 3.996 1.270 -0.935
H 2.712 -0.867 1.067
H 3.530 -1.739 -1.114
H 2.225 1.496 0.435
S -2.788 -1.217 0.047
C 5.246 -0.024 0.242
C -1.634 0.122 0.416

---

# 2
80
Properties=species:S:1:pos:R:3 method="wB97M-V/def2-TZVPD" multiplicity=5 homo_ha="-0.2145 / -0.3048" de_lowest_kj_mol=308.8 e_lumo_ha="0.0081 / -0.0380"
H 3.580 -4.648 0.984
H -2.122 2.356 0.715
C -3.511 -0.092 0.056
Os -0.350 -0.967 2.269
H -2.813 4.455 -1.003
H -1.438 -1.376 3.451
C 0.761 0.546 2.811
C -0.717 1.630 -0.754
C -0.344 -1.775 -4.758
C 4.347 0.491 2.677
C -1.600 -1.507 -2.526
Cl 1.208 -2.542 2.892
H -5.621 -0.329 0.442
C 3.561 -0.631 -0.497
H 1.422 1.220 4.538
H -4.809 0.070 2.694
H 1.546 -0.732 -4.782
H 0.199 -2.044 -1.459
H 1.537 -2.186 -3.781
H 5.515 1.148 0.883
H 3.729 -3.802 -0.542
H 3.899 2.126 1.468
C 0.943 -1.305 -4.065
H -2.247 -2.068 -1.839
H -2.244 -1.826 0.367
H 0.321 1.857 -1.074
C -1.745 4.386 -1.254
H 0.116 4.255 -0.167
H 3.837 -0.830 -1.525
C -4.615 -0.904 2.250
C -4.688 -0.825 0.722
C 3.392 -3.695 0.490
C -0.284 -1.119 -1.825
O 4.363 -1.457 0.419
H 2.307 -3.538 0.560
H -2.156 -0.597 -2.803
H 2.566 -0.946 -0.229
H 0.298 0.530 -3.127
H 5.360 0.837 3.024
H -0.789 -0.937 -5.313
C -0.947 4.035 0.006
H -1.446 5.381 -1.604
H -0.576 3.545 -2.865
H -1.279 4.665 0.840
H -2.313 3.563 -3.179
C 4.368 1.154 1.138
C -1.559 3.380 -2.400
H 2.544 1.086 0.074
C 0.695 -0.446 -2.810
H -0.452 2.346 1.285
H -1.409 1.268 -2.808
H 4.379 -0.628 2.747
C 3.371 1.020 3.712
H 1.157 1.294 1.994
C 1.845 0.504 3.826
C 4.119 -2.593 1.200
C -1.382 -2.357 -3.790
H 1.652 -0.244 -2.304
O 4.447 -2.703 2.352
H -3.578 -0.155 -1.038
H -2.998 -2.377 2.449
H 3.781 0.699 4.690
H -4.729 -1.843 0.321
C -3.283 -1.369 2.752
C -2.204 -0.734 0.558
P -0.529 -0.191 -0.150
H 3.472 2.101 3.815
C 3.650 0.812 -0.147
C -1.647 1.912 -1.951
H 1.975 -0.481 4.257
H -0.092 -2.535 -5.508
H -2.687 1.683 -1.670
C -2.240 -0.467 2.084
H -1.063 -3.362 -3.480
H -3.126 -1.259 3.829
C -1.082 2.556 0.409
H -2.344 0.583 2.341
H -2.341 -2.475 -4.311
H -3.501 0.983 0.294
H -5.358 -1.583 2.650

---

# 3
55
Properties=species:S:1:pos:R:3 method="wB97M-V/def2-TZVPD" homo_ha=-0.4087 de_lowest_kj_mol=360.7 e_lumo_ha=0.0044 smiles="O=S1(=O)OCCO1.O=S1(=O)OCCO1.O=S1(=O)OCCO1.O=S1(=O)OCCO1.O=S1(=O)OCCO1"
H -0.306 4.241 7.978
H 0.602 0.634 -2.210
C 5.058 1.187 -4.861
C -1.367 -3.838 -2.272
S -0.071 3.554 5.001
O 4.456 1.697 -6.000
O -2.857 2.677 -0.434
S 3.153 0.830 -6.512
C 0.012 2.766 -2.119
H -1.420 -1.939 -3.324
H -2.270 -2.365 5.174
O -1.607 3.881 5.395
S -2.273 1.850 -1.496
H -0.374 5.961 7.635
H -2.376 5.565 6.345
O 3.305 0.408 -7.908
C 0.174 1.355 -1.514
H 4.747 1.792 -4.009
C 4.715 -0.331 -4.851
H 0.143 3.581 -1.407
H 4.766 -0.687 -3.822
O -1.366 2.743 -2.557
H -2.406 4.029 7.272
O -0.995 1.004 -0.946
O 1.866 1.445 -6.112
C -0.974 -2.924 -3.466
O -1.879 -4.078 2.576
O 0.363 3.942 3.627
C -0.484 4.973 7.190
O 0.440 -2.819 -3.336
H -1.162 -3.480 -4.384
O 0.131 2.209 5.590
O -0.248 -4.551 -1.772
H 0.701 2.866 -2.958
O 2.229 -4.403 -2.521
H -0.365 -2.874 3.270
H -2.151 -4.532 -2.573
S 1.084 -3.629 -2.017
H -1.781 -1.924 2.830
O 1.333 -2.788 -0.834
O -4.039 -5.512 2.468
H -1.849 -3.276 -1.472
H 0.968 1.469 -0.777
O 3.530 -0.466 -5.590
H 6.122 1.422 -4.882
O 0.476 4.731 6.119
C -2.109 -3.196 4.487
O -4.043 -3.128 1.818
H -1.657 -4.008 5.056
S -3.513 -4.198 2.674
O -3.196 0.866 -2.120
C -1.840 4.644 6.572
C -1.453 -2.892 3.208
H 5.532 -0.780 -5.416
O -3.477 -3.705 4.187

---

# 4
46
Properties=species:S:1:pos:R:3 method="wB97M-V/def2-TZVPD" homo_ha=-0.3111 de_lowest_kj_mol=120.1 e_lumo_ha=-0.0205 smiles="O=C(Nc1ccc2oc(=O)ccc2c1)c1cc([N+](=O)[O-])ccc1N1CCOCC1"
C 7.037 0.369 -0.234
C -1.327 -2.061 0.441
N 0.699 1.119 0.367
H -0.649 -2.579 -0.247
C 2.823 0.273 -0.497
H -2.510 -2.500 2.198
H -1.119 2.939 -0.134
H -4.456 -2.840 0.833
H -4.050 -1.954 -1.492
C -3.975 0.376 -0.402
H 7.025 -1.068 -1.838
O 0.149 -0.367 -1.279
C -1.900 2.192 -0.155
C -0.176 0.447 -0.439
C -2.652 -0.109 -0.316
H 4.540 -1.164 -2.037
H -4.386 -4.190 -0.340
C -3.252 -2.428 -0.925
O -2.561 4.775 0.141
H -1.139 -3.619 1.942
H 4.670 2.523 2.052
C -3.812 -3.389 0.128
O -2.757 -4.012 0.823
N -2.402 -1.440 -0.298
H -2.628 -3.006 -1.619
H 2.317 -0.352 -1.213
N -3.496 4.027 -0.083
C 2.771 1.889 1.286
C -1.601 0.845 -0.225
C 4.145 1.899 1.347
C 2.096 1.076 0.364
C 4.218 0.274 -0.447
H -4.794 -0.321 -0.482
C -4.257 1.714 -0.332
H 2.203 2.520 1.955
H -0.762 -1.316 0.999
C 5.031 -0.531 -1.313
H -5.273 2.076 -0.369
O -4.650 4.388 -0.215
O 8.229 0.455 -0.087
C -1.932 -3.059 1.444
H 0.300 1.764 1.036
O 6.229 1.125 0.574
C -3.218 2.634 -0.184
C 6.371 -0.484 -1.211
C 4.882 1.090 0.482

---

# 5
8
Properties=species:S:1:pos:R:3 method="wB97M-V/def2-TZVPD" homo_ha=-0.3896 de_lowest_kj_mol=154.1 e_lumo_ha=0.0201 smiles="NC(=O)NF"
N 0.497 0.489 -0.797
F 0.836 1.783 -1.267
H -0.775 -1.468 1.417
O 0.562 1.037 1.394
H -0.192 0.147 -1.598
C 0.131 0.330 0.502
H -0.563 -1.390 -0.253
N -0.497 -0.928 0.601

---

# 6
19
Properties=species:S:1:pos:R:3 method="wB97M-V/def2-TZVPD" multiplicity=2 homo_ha="-0.5168 / -0.5167" de_lowest_kj_mol=216.9 e_lumo_ha="-0.1203 / -0.3091" charge=+1
H -4.027 0.300 1.609
C 2.177 -1.040 -0.759
H 0.400 -2.338 -0.948
H 3.124 -1.574 -0.674
H -2.940 -0.162 0.420
C 0.977 0.996 -0.121
H -1.338 1.741 -1.025
H 0.930 -1.893 0.648
O -3.736 -0.301 0.918
N 1.138 -1.981 -0.342
H 2.044 -0.700 -1.799
H 2.349 -0.034 1.031
N 2.106 0.127 0.064
H 1.148 1.978 0.298
H 0.987 1.344 -1.166
H -0.569 0.444 1.318
O -1.319 1.653 -0.062
C -0.462 0.580 0.236
H -0.727 -0.371 -0.256

---

# 7
8
Properties=species:S:1:pos:R:3 method="wB97M-V/def2-TZVPD" homo_ha=-0.3336 de_lowest_kj_mol=357.7 e_lumo_ha=-0.0828
S 2.806 -0.463 -0.189
N -1.019 0.809 -0.374
S -1.717 -0.784 -0.214
C 0.326 0.808 0.049
H -3.005 -0.420 0.882
H 0.566 -1.338 -0.070
C 1.075 -0.395 0.008
H 0.969 1.783 -0.093

---

# 8
19
Properties=species:S:1:pos:R:3 method="wB97M-V/def2-TZVPD" homo_ha=-0.2953 de_lowest_kj_mol=205.5 e_lumo_ha=0.0167 smiles="O=c1cc[nH]c(=O)[nH]1.CN"
H -1.340 -0.005 1.459
H 2.660 2.102 0.224
H -3.595 -0.660 -0.363
N 2.057 -1.094 -0.088
H -3.178 0.982 0.098
C 2.817 0.060 0.186
H 2.644 -1.888 -0.265
H -1.451 -1.271 0.195
C -3.044 -0.087 0.430
H 0.357 -1.997 -1.105
O 0.178 2.437 -0.267
C 0.818 -1.046 -0.747
N 2.104 1.226 0.055
H -3.409 -0.158 1.525
C 0.130 0.116 -0.775
O 3.993 -0.052 0.613
H -0.855 0.247 -1.252
C 0.740 1.361 -0.258
N -1.625 -0.274 0.337

---

# 9
11
Properties=species:S:1:pos:R:3 method="wB97M-V/def2-TZVPD" homo_ha=-0.3224 de_lowest_kj_mol=479.9 e_lumo_ha=-0.0126
H -0.203 0.851 -1.802
C -0.731 -0.470 0.907
H 1.640 0.642 0.575
C 0.250 0.168 -1.077
C -0.782 -0.842 -0.591
H -0.116 0.325 1.634
H 1.081 -0.345 -1.570
C 0.610 0.815 0.254
N -1.047 -0.562 2.079
O -1.448 -1.679 -1.120
H 0.348 1.873 0.328

---

# 10
55
Properties=species:S:1:pos:R:3 method="wB97M-V/def2-TZVPD" homo_ha=0.0022 e_lumo_ha=0.0907 charge=-1
H -5.973 -1.777 -6.002
C -1.031 0.351 -1.108
H -3.908 -2.216 -2.224
H -2.774 -0.726 -1.834
C -2.680 -2.467 -5.408
C 2.727 -2.659 0.798
H 2.182 0.544 0.208
H 0.181 -0.832 1.680
C 1.161 -0.897 1.245
H 5.648 -0.857 4.128
H -0.170 5.196 4.589
H -1.625 1.110 -0.591
C 0.562 1.852 1.047
H 1.029 -1.946 -3.482
C 3.250 -1.873 1.955
C 1.483 -2.179 0.486
C -0.641 1.696 1.730
C -0.355 3.805 2.872
H -1.826 4.662 4.265
C 0.360 0.253 -0.957
C -5.057 -1.985 -5.440
H 2.272 3.182 0.745
C 4.690 -0.921 3.635
H 5.198 -2.644 2.417
H 2.174 -0.243 -2.052
H 3.828 0.724 4.793
C -0.935 -1.471 -2.680
Li 1.985 2.051 2.821
C -2.712 -2.403 -4.011
H -1.232 0.792 1.550
C -0.861 4.903 3.782
O -1.477 -2.539 -3.368
H 3.305 -3.450 0.306
C -3.857 -2.235 -6.118
H -2.032 2.449 3.182
H 1.441 4.899 2.394
H -3.824 -2.244 -7.209
C 1.097 0.522 0.361
H 1.538 0.509 3.700
H -1.030 5.819 3.191
C -1.078 2.635 2.667
C 1.086 -0.397 -1.977
C -5.074 -1.992 -4.043
H -6.007 -1.816 -3.508
C 2.278 -0.942 2.290
C -1.691 -0.617 -1.877
C 0.852 4.003 2.175
C 0.462 -1.312 -2.792
H -1.728 -2.640 -5.912
C 4.489 -1.867 2.633
C -3.905 -2.217 -3.312
C 2.423 -0.072 3.366
C 1.278 3.070 1.192
H 0.815 -2.558 -0.318
C 3.685 -0.031 4.019

---

# 11
49
Properties=species:S:1:pos:R:3 method="wB97M-V/def2-TZVPD" multiplicity=2 homo_ha="-0.5401 / -0.5401" e_lumo_ha="-0.2644 / -0.3094" charge=+2
H 2.836 -0.590 -2.594
H 4.399 -0.109 -1.831
H -2.864 -0.541 -2.603
C -0.287 -1.296 3.971
Cl -0.053 -2.102 -1.548
H 2.781 -2.423 -0.305
C -3.349 -1.603 0.267
H -4.743 0.880 0.543
H 0.565 1.949 4.546
H -0.522 -2.082 1.967
C 0.315 1.014 4.034
H 0.547 1.925 2.069
H -3.491 2.160 0.382
P 2.564 -0.010 -0.232
H -4.435 -1.587 0.072
C -0.285 -1.211 2.576
Yb 0.000 0.341 -1.642
H -3.190 1.189 -2.279
C 0.301 1.016 2.636
C 0.000 0.829 -7.534
H -2.867 -2.408 -0.303
C 3.713 1.086 0.696
H 0.894 0.201 -7.638
H -0.521 -2.235 4.442
H 0.003 1.610 -8.311
H -3.165 -1.768 1.337
H 3.486 1.011 1.767
N -0.003 -0.079 1.929
H -0.899 0.210 -7.635
H -4.416 -0.045 -1.827
H 3.553 2.124 0.376
H 4.765 0.803 0.521
H -0.686 0.555 6.636
H -3.442 1.044 1.771
C 3.283 -1.634 0.270
C 3.324 0.119 -1.909
H 3.076 -1.790 1.338
C -3.681 1.128 0.703
C 0.028 -0.176 6.230
P -2.574 -0.004 -0.233
H 1.022 0.089 6.619
O 0.014 2.634 -5.872
H -0.237 -1.163 6.614
C 0.005 1.482 -6.177
H 3.193 1.139 -2.299
C 0.017 -0.158 4.728
I -0.008 -0.035 -4.458
C -3.337 0.166 -1.905
H 4.372 -1.655 0.093

---

# 12
13
Properties=species:S:1:pos:R:3 method="wB97M-V/def2-TZVPD" homo_ha=-0.3411 de_lowest_kj_mol=586.4 e_lumo_ha=0.0283 smiles="Cn1on(C)c1=O"
H 2.767 -0.454 0.236
C 2.249 0.433 -0.135
O 0.114 -2.122 0.529
C 0.089 -1.053 -0.002
N 0.877 -0.045 -0.299
C -2.158 0.172 0.204
H -1.875 0.249 1.300
H -2.675 1.107 -0.114
H 2.445 1.041 0.713
N -1.147 -0.290 -0.589
H 2.564 0.757 -1.210
H -3.081 -0.640 0.155
O -0.167 0.846 -0.788

---

Number 1: largest force on an atom 0.0224 Eh/bohr. Number 2: largest force on an atom 0.0926 Eh/bohr. Number 3: largest force on an atom 0.0928 Eh/bohr. Number 4: largest force on an atom 0.0275 Eh/bohr. Number 5: largest force on an atom 0.1108 Eh/bohr. Number 6: largest force on an atom 0.0417 Eh/bohr. Number 7: largest force on an atom 0.1032 Eh/bohr. Number 8: largest force on an atom 0.1336 Eh/bohr. Number 9: largest force on an atom 0.0139 Eh/bohr. Number 10: largest force on an atom 0.0571 Eh/bohr. Number 11: largest force on an atom 0.0830 Eh/bohr. Number 12: largest force on an atom 0.1122 Eh/bohr.